95
Properties=species:S:1:pos:R:3:mulliken_charge:R:1 method="wB97M-V/def2-TZVPD" homo_ha="0.0120 / -0.0686" charge=-2 orbital_gap_ev="3.277 / 5.470" multiplicity=5 e_lumo_ev="3.603 / 3.604" s_squared=6.432 largest_force_ha_per_bohr=0.0158
H 1.586 4.061 1.804 0.40
H 0.465 4.106 -5.256 0.56
H -5.999 -1.205 3.426 0.41
C 0.269 3.456 -2.729 0.03
H -4.870 -0.706 1.273 0.48
C -4.297 -1.057 2.123 -1.16
C -0.721 -4.093 4.020 -0.19
C 0.712 1.022 6.496 -1.90
H 3.122 -4.227 4.081 0.43
H 1.064 -0.512 3.276 0.27
H -1.646 -1.086 -0.820 0.19
C 1.306 -5.269 4.567 -0.61
C 1.670 1.594 2.285 -1.04
C 3.655 2.057 3.598 -1.10
C 0.670 1.087 -3.696 0.54
O -0.286 1.101 0.913 -0.19
H -2.150 -4.213 1.320 0.29
C 0.954 0.841 -6.107 -0.50
H 1.113 0.211 -6.965 0.57
H -2.550 0.533 5.458 0.32
C 0.007 -0.493 3.547 -0.29
O 1.281 -1.716 -3.633 -0.69
H 1.667 0.993 5.972 0.41
H 1.985 -3.649 0.716 0.23
C 4.434 1.321 2.713 -0.61
C -1.217 -2.052 -1.109 -1.09
H -1.927 1.603 6.730 0.47
H 4.421 0.170 0.901 0.46
O -0.271 -1.720 1.555 -1.05
C 1.434 -3.252 -0.140 -1.30
C -0.642 -1.752 2.910 1.74
Mn 0.001 1.217 -0.921 1.29
H 0.711 6.342 1.639 0.39
C -4.927 -1.327 3.329 -0.70
O -0.403 1.592 4.467 -0.42
C 0.150 1.683 2.081 2.68
H -2.207 -2.182 5.150 0.60
C -0.076 -5.217 4.524 -0.96
H 2.008 0.402 0.542 0.18
N 0.810 2.820 -7.554 1.05
H 1.700 2.792 4.061 0.65
N 1.118 -1.127 -4.755 0.73
H -2.431 -0.965 1.071 0.35
H -4.642 -1.931 5.369 0.42
C -2.924 -1.218 1.998 -0.12
C 0.927 0.252 -4.840 -0.74
H 0.731 0.299 7.312 0.40
H -2.395 2.563 2.194 0.32
H -3.273 4.845 2.070 0.38
O -0.143 -0.606 4.963 -0.40
H -0.567 -1.868 -1.973 0.24
C -2.202 4.680 2.039 -0.91
H -0.665 -6.059 4.868 0.40
O 1.169 -1.781 -5.856 -0.83
H -1.614 0.838 2.960 1.02
C -1.768 0.659 6.206 -1.78
C 3.832 0.736 1.611 -0.87
H 4.112 2.535 4.457 0.41
C -1.703 3.393 2.125 -0.36
O 0.704 4.038 -7.663 -0.69
C -0.332 3.146 2.080 0.28
H 1.948 -2.363 -0.512 0.28
C 1.391 -3.078 3.581 -0.49
H -1.800 -4.096 3.961 0.48
C -2.157 -1.662 3.071 0.00
H -1.827 -0.163 6.921 0.30
H -1.723 6.764 1.797 0.37
C 2.040 -4.194 4.082 -0.93
C 0.026 5.520 1.805 -0.98
O 0.932 2.083 -8.526 -0.68
H 5.500 1.213 2.879 0.38
C 2.464 0.873 1.403 -0.07
O -0.041 3.015 -1.538 -0.91
O 0.563 0.558 -2.511 -0.43
H 1.449 -3.993 -0.943 0.50
C 0.582 3.040 -5.143 -0.66
H -0.605 -5.072 1.427 0.26
C -0.557 0.900 3.228 -0.69
O 0.353 4.656 -2.959 -0.76
Si -0.321 -2.843 0.311 1.55
C 0.522 4.225 1.904 -0.11
C 2.292 2.195 3.382 -0.18
C -2.794 -1.897 4.288 0.19
C -0.405 0.670 5.530 1.30
C -1.213 -4.421 0.796 -1.41
C 0.517 2.482 -3.865 0.61
H 1.810 -6.144 4.960 0.38
H 0.555 2.021 6.904 0.35
C -4.168 -1.740 4.414 -1.15
C 0.782 2.222 -6.232 -0.12
C -0.002 -2.998 3.560 0.57
C -1.335 5.756 1.885 -0.52
H -2.048 -2.676 -1.448 0.48
H 1.982 -2.267 3.175 0.44
H -1.456 -4.960 -0.123 0.52